(1)
Density functional theory data (ωB97M-V/def2-TZVPD) for a single C3H5NO2 molecule.

Properties
maximum force = 0.1327 Eh/bohr
frontier orbital gap = 10.0 eV
HOMO = -9.46 eV
relative energy (zero: lowest compared OMol25 entry of this formula, charge and spin) = 3.600 eV
LUMO energy = 0.01988 Ha

Last columns: bonded neighbours and bond lengths (Å).
Atoms and positions in Å:
1 C -2.014 -0.083 0.113  C2 1.430, N4 1.402, O5 1.194
2 C -0.656 0.357 0.017  C1 1.430, C3 1.778, N4 1.537, O6 1.371
3 C 0.792 -0.642 0.276  C2 1.778, H7 1.193, H8 1.157, H9 1.019
4 N -1.525 -0.002 -1.199  C1 1.402, C2 1.537, H10 1.049
5 O -3.016 -0.458 0.643  C1 1.194
6 O -0.346 1.666 0.284  C2 1.371, H11 1.032
7 H 1.581 0.092 0.789  C3 1.193
8 H 1.120 -0.843 -0.816  C3 1.157
9 H 0.678 -1.450 0.885  C3 1.019
10 H -2.040 0.574 -1.909  N4 1.049
11 H -1.051 2.210 -0.237  O6 1.032

Here are the Mulliken charges for atoms 1 to 8, given in e: number 1, C, carries 0.2004; number 2, C, carries 0.7282; number 3, C, carries -0.9081; number 4, N, carries -0.5071; number 5, O, carries -0.5150; number 6, O, carries -0.5258; number 7, H, carries 0.2564; number 8, H, carries 0.2562

***

(2)
Density functional theory data (ωB97M-V/def2-TZVPD) for a single C3H5NO2 molecule.

Properties
maximum force = 0.0936 Eh/bohr
frontier orbital gap = 10.3 eV
HOMO = -9.44 eV
relative energy (zero: lowest compared OMol25 entry of this formula, charge and spin) = 2.698 eV
LUMO energy = 0.03023 Ha

Last columns: bonded neighbours and bond lengths (Å).
Atoms and positions in Å:
1 C 0.636 1.009 -0.172  C2 1.547, N9 1.303, O10 1.247
2 C 0.674 -0.511 -0.460  C1 1.547, C3 1.502, H4 1.093, H5 1.067
3 C -0.528 -0.997 0.298  C2 1.502, H6 1.052, H7 1.122, O11 1.425
4 H 1.609 -0.961 -0.115  C2 1.093
5 H 0.524 -0.606 -1.512  C2 1.067
6 H -0.914 -1.864 -0.156  C3 1.052
7 H -0.448 -1.210 1.396  C3 1.122
8 H -1.016 2.024 0.701  N9 1.048
9 N -0.598 1.203 0.200  C1 1.303, H8 1.048, O11 1.414
10 O 1.516 1.829 -0.501  C1 1.247
11 O -1.455 0.085 0.320  C3 1.425, N9 1.414

Here are the Mulliken charges for atoms 1 to 8, given in e: number 1, C, carries 0.3396; number 2, C, carries -0.3090; number 3, C, carries -0.3719; number 4, H, carries 0.2893; number 5, H, carries 0.2249; number 6, H, carries 0.2677; number 7, H, carries 0.2313; number 8, H, carries 0.2637

***

(3)
Density functional theory data (ωB97M-V/def2-TZVPD) for a single C3H5NO2 molecule.

Properties
maximum force = 0.0598 Eh/bohr
frontier orbital gap = 10.6 eV
HOMO = -9.94 eV
relative energy (zero: lowest compared OMol25 entry of this formula, charge and spin) = 4.600 eV
LUMO energy = 0.02473 Ha

Last columns: bonded neighbours and bond lengths (Å).
Atoms and positions in Å:
1 C -0.703 -1.104 -0.156  C2 1.561, H5 1.109, N9 1.259
2 C 0.584 -0.373 0.337  C1 1.561, C3 1.488, H6 1.105, O11 1.429
3 C 1.134 0.836 -0.334  C2 1.488, H7 1.068, H8 1.131, O11 1.415
4 H -1.383 0.942 0.694  O10 0.954
5 H -0.686 -2.213 -0.122  C1 1.109
6 H 0.758 -0.637 1.396  C2 1.105
7 H 0.541 1.234 -1.127  C3 1.068
8 H 1.614 1.468 0.473  C3 1.131
9 N -1.768 -0.530 -0.506  C1 1.259, O10 1.391
10 O -1.823 0.812 -0.142  H4 0.954, N9 1.391
11 O 1.732 -0.434 -0.513  C2 1.429, C3 1.415

Here are the Mulliken charges for atoms 1 to 8, given in e: number 1, C, carries -0.0671; number 2, C, carries -0.2308; number 3, C, carries -0.2133; number 4, H, carries 0.3381; number 5, H, carries 0.3440; number 6, H, carries 0.3675; number 7, H, carries 0.2930; number 8, H, carries 0.2596

***

So what do the calculations give for electronic energy? Going down the list: -8774.0942; -8774.9969; -8773.0949 eV.